# 1
The following is a DFT calculation (wB97M-V/def2-TZVPD) of a molecular structure, C20H17F5I2N7O3RbS at a distorted geometry.

## Properties
Energy relative to the best compared isomer or geometry (same formula, charge and spin), kcal per mole: 10.4
Calculated total energy, hartree: -2898.3915
Highest occupied orbital energy, eV: -2.338
Total charge: -2
Frontier orbital gap, eV: 5.656
Molecular weight, g mol⁻¹: 869.7

Geometry (Å):
1 Rb -0.03 -0.21 0.20
2 N 4.66 -1.57 0.44
3 C 3.42 -1.82 -0.15
4 S 2.22 -2.52 0.87
5 N 3.38 -1.39 -1.39
6 N 2.19 -1.43 -2.06
7 C 2.08 -0.69 -3.11
8 C 0.77 -0.49 -3.84
9 C 0.76 0.03 -5.10
10 C -0.45 0.24 -5.73
11 C -1.56 -0.10 -4.98
12 C -1.49 -0.68 -3.73
13 N -0.34 -0.80 -3.13
14 H 4.70 -2.09 1.28
15 H 5.54 -1.69 -0.12
16 H 2.85 0.06 -3.45
17 H 1.70 0.33 -5.54
18 H -0.62 0.66 -6.71
19 H -2.54 0.12 -5.29
20 H -2.38 -0.92 -3.19
21 I -5.57 -2.82 -1.72
22 C -5.02 -2.17 0.25
23 C -5.90 -2.44 1.25
24 C -5.66 -2.21 2.59
25 I -7.16 -2.74 4.03
26 C -4.43 -1.62 2.92
27 C -3.99 -1.42 4.18
28 C -2.82 -0.75 4.46
29 C -1.97 -0.43 3.37
30 N -2.28 -0.75 2.15
31 C -3.49 -1.29 1.88
32 C -3.80 -1.44 0.42
33 O -3.03 -0.99 -0.50
34 H -6.89 -2.84 1.04
35 H -4.65 -1.73 4.95
36 H -2.50 -0.49 5.46
37 H -0.96 -0.06 3.58
38 C 2.81 0.86 4.77
39 O 3.51 0.89 3.53
40 C 2.66 1.12 2.42
41 O 1.45 1.08 2.41
42 N 3.43 1.29 1.34
43 N 2.88 1.23 0.04
44 H 3.50 0.54 5.62
45 H 1.95 0.17 4.66
46 H 2.42 1.84 5.04
47 H 4.35 0.93 1.41
48 H 3.51 0.61 -0.47
49 H 2.79 2.11 -0.48
50 F 0.43 2.75 -1.65
51 C 1.78 3.14 -1.95
52 F 1.89 2.66 -3.29
53 C 1.52 4.61 -2.20
54 F 0.44 5.02 -2.90
55 F 2.63 5.12 -2.83
56 F 1.32 5.23 -1.00

---

# 2
The following is a DFT calculation (wB97M-V/def2-TZVPD) of a molecular structure, C20H37N3O3 at a distorted geometry.

## Properties
Energy relative to the best compared isomer or geometry (same formula, charge and spin), kcal per mole: 504.0
Calculated total energy, hartree: -1173.5256
Highest occupied orbital energy, eV: -7.762
Frontier orbital gap, eV: 7.871
Molecular weight, g mol⁻¹: 367.5

Geometry (Å):
1 C -0.75 4.88 0.93
2 H -0.01 4.65 -0.01
3 H -0.23 4.47 1.69
4 H -0.71 5.92 0.99
5 C -2.21 4.26 0.43
6 C -2.83 5.02 -0.63
7 H -2.92 6.06 -0.37
8 H -3.79 4.77 -1.05
9 H -2.16 4.95 -1.62
10 C -2.34 2.86 0.52
11 H -3.50 2.86 0.57
12 H -2.03 2.58 1.32
13 C -1.77 2.04 -0.83
14 N -2.15 0.90 -0.71
15 C -1.95 -0.13 0.08
16 O -1.47 0.10 1.40
17 C -2.34 -1.68 -0.12
18 C -1.20 -2.29 -0.69
19 C -1.40 -3.57 -1.18
20 C -2.02 -4.39 0.24
21 C -2.38 -5.89 -0.32
22 H -2.78 -6.33 0.81
23 H -3.13 -5.81 -0.92
24 H -1.53 -6.35 -0.47
25 C -3.21 -3.55 0.47
26 C -2.79 -2.25 1.05
27 H -2.09 -2.43 1.83
28 H -3.72 -1.62 1.44
29 H -3.62 -4.28 1.72
30 H -3.99 -3.78 0.06
31 H -1.18 -4.33 0.81
32 H -0.66 -4.20 -1.66
33 H -2.26 -3.66 -1.86
34 H -0.37 -2.35 -0.06
35 H -0.85 -1.77 -1.65
36 H -3.14 -1.27 -0.88
37 H -2.54 0.49 -1.79
38 H -2.23 2.69 -1.34
39 C -0.28 2.39 -0.85
40 O 0.11 2.95 -1.78
41 N 0.52 1.81 0.34
42 H -0.21 1.45 1.14
43 C 1.77 1.71 0.19
44 H 2.23 2.01 1.12
45 H 2.15 2.40 -0.75
46 C 2.42 0.21 -0.04
47 N 3.78 0.01 -0.11
48 C 4.52 0.04 1.17
49 H 4.17 1.22 1.52
50 C 5.77 0.19 0.95
51 O 6.29 -1.01 0.17
52 C 5.61 -1.10 -1.07
53 C 4.26 -1.05 -0.92
54 H 3.65 -1.23 -1.70
55 H 3.88 -2.07 -0.13
56 H 5.95 -1.98 -1.27
57 H 5.86 -0.36 -1.73
58 H 6.36 0.12 1.90
59 H 6.23 1.10 0.33
60 H 4.23 -0.67 2.08
61 H 1.87 -0.14 -1.04
62 H 1.90 -0.33 0.90
63 H -2.80 4.77 1.36

---

# 3
The following is a DFT calculation (wB97M-V/def2-TZVPD) of 11 unconnected molecules or ions with the total composition CH20F3O13S at a distorted geometry.

## Properties
Energy relative to the best compared isomer or geometry (same formula, charge and spin), kcal per mole: 14.4
Calculated total energy, hartree: -1726.1183
Highest occupied orbital energy, eV: -7.934
Total charge: -1
Frontier orbital gap, eV: 10.441
Molecular weight, g mol⁻¹: 329.2

Geometry (Å):
1 C 0.55 -0.99 0.88
2 F 0.75 -1.78 -0.20
3 F -0.32 -1.64 1.58
4 F 1.64 -0.77 1.57
5 S -0.16 0.73 0.45
6 O -0.36 1.35 1.75
7 O 0.77 1.40 -0.46
8 O -1.47 0.49 -0.20
9 O -2.52 -2.20 -0.42
10 H -2.32 -1.46 0.15
11 H -2.81 -2.89 0.17
12 O 1.11 3.51 2.30
13 H 0.59 2.83 1.88
14 H 2.00 3.37 1.97
15 O 0.90 -3.62 -3.41
16 H 0.51 -2.89 -2.93
17 H 1.81 -3.64 -3.13
18 O -2.97 1.39 -2.53
19 H -2.84 1.11 -1.63
20 H -3.68 2.04 -2.48
21 O -0.75 -1.15 -2.75
22 H -1.53 -1.65 -2.97
23 H -1.00 -0.64 -1.98
24 O -0.44 -4.58 1.12
25 H -0.24 -3.66 1.33
26 H 0.20 -5.08 1.63
27 O 2.92 2.85 -0.69
28 H 3.30 2.75 0.19
29 H 2.11 2.33 -0.65
30 O -2.60 2.61 2.47
31 H -1.89 2.03 2.20
32 H -2.48 2.73 3.41
33 O 0.29 4.06 -2.10
34 H 0.23 3.14 -2.36
35 H 0.92 4.44 -2.72
36 O 3.22 -2.45 3.13
37 H 4.04 -2.09 2.77
38 H 2.53 -1.98 2.66

---

# 4
The following is a DFT calculation (wB97M-V/def2-TZVPD) of a molecular structure, C4H9BrN at a distorted geometry.

## Properties
Energy relative to the best compared isomer or geometry (same formula, charge and spin), kcal per mole: 46.7
Calculated total energy, hartree: -2786.1948
Highest occupied orbital energy, eV: -14.294
Total charge: +1
Frontier orbital gap, eV: 9.787
Molecular weight, g mol⁻¹: 151.0

Geometry (Å):
1 C 0.22 -2.31 -0.34
2 C -0.34 -1.38 0.69
3 C 2.00 -0.27 0.44
4 C -3.40 0.48 1.12
5 N 0.87 -1.12 0.31
6 Br -2.18 0.02 -0.33
7 H 0.77 -3.22 0.03
8 H -0.07 -2.45 -1.41
9 H -0.79 -1.42 1.69
10 H 1.92 0.23 1.44
11 H 3.04 -0.76 0.33
12 H 2.15 0.47 -0.35
13 H -2.90 1.16 1.79
14 H -4.32 0.79 0.67
15 H -3.64 -0.53 1.67